Model i:
Computed, not measured: 2 unconnected molecules or ions with the total composition C6H8N2S, with ωB97M-V/def2-TZVPD.

Cartesian coordinates (Å):
C1 1.16 -0.99 -2.02
C2 0.83 0.44 -3.97
C3 0.17 0.01 -1.92
C4 -0.65 0.01 -0.73
C5 -1.35 1.24 -0.42
C6 0.82 -1.35 2.20
N1 0.08 0.79 -3.01
N2 1.42 -1.40 0.95
S1 2.02 -0.81 -3.53
H1 1.60 -1.76 -1.44
H2 1.02 0.75 -5.00
H3 -0.75 1.66 0.50
H4 -1.41 1.94 -1.15
H5 -2.23 1.07 0.04
H6 -0.26 -1.39 2.16
H7 1.05 -0.42 2.76
H8 1.41 -2.14 2.69

* multiplicity: 1
* gap between HOMO and LUMO (spin up / spin down): 7.39 / 7.49 eV

=====

Model ii:
Computed, not measured: a single C6H8N2S molecule, with ωB97M-V/def2-TZVPD.

Cartesian coordinates (Å):
C1 1.87 -1.42 0.28
C2 0.55 -1.09 0.21
C3 3.64 0.61 -0.46
C4 -0.47 2.48 0.34
C5 -0.01 1.17 -0.25
C6 -0.42 -2.16 0.02
N1 4.21 1.30 -1.17
N2 -0.06 0.10 0.43
S1 3.03 -0.25 0.89
H1 2.12 -2.43 0.20
H2 -0.54 3.18 -0.45
H3 -1.25 2.31 1.02
H4 0.30 1.07 -1.29
H5 -1.29 -1.81 -0.48
H6 -0.80 -2.48 0.98
H7 0.18 -3.04 -0.25
H8 0.30 2.74 1.03

* multiplicity: 1
* gap between HOMO and LUMO: 9.69 eV
* SMILES: C/C=N/C(C)=C\SC#N

=====

Out of the structures above, which one is the most stable? Solution: model ii.